Record 1
Molecular formula: C27H27NO5S
Method: DFT, ωB97M-V with the def2-TZVPD basis set

```
61
Properties=species:S:1:pos:R:3:forces:R:3
C 4.272679 -2.432246 3.169616 0.1931 -0.2545 0.0411
C 3.712344 -1.274137 2.421817 0.0558 0.1065 -0.5165
O 2.692735 -0.636603 3.186722 -0.4240 0.6126 -0.4801
C 2.003412 0.284093 2.436566 -0.3142 -0.6389 1.5093
C 1.127146 1.083612 3.342166 -0.2741 1.3593 1.0613
S -0.516461 1.442655 2.755617 -0.3747 1.0460 1.4963
C -1.678344 0.087618 2.971331 -0.7541 -1.2787 -0.2115
C -2.036315 -0.721267 1.874785 0.0845 0.0680 0.1614
C -3.103680 -1.633875 1.966736 0.0664 -0.0236 0.2280
C -3.820067 -1.765752 3.167602 0.4699 0.3328 -0.0795
C -3.440273 -1.001978 4.280350 0.3021 -0.0834 -0.1537
C -2.379218 -0.086670 4.185276 0.1612 -0.0040 0.0402
O -1.033676 2.386135 3.740237 0.4346 -0.2259 -0.6743
O -0.449722 1.780005 1.362911 -0.1392 -0.1077 -0.0707
O 2.112689 0.405720 1.250830 0.1512 0.2167 -0.1048
H 4.978866 -2.953839 2.550650 0.3372 -0.2555 -0.5500
H 4.836265 -2.159355 4.041088 0.0456 0.3593 0.6553
H 3.509466 -3.143910 3.429159 -0.4202 -0.2563 0.2543
H 4.480313 -0.516208 2.211768 -0.1763 -0.3076 -0.2054
H 3.234520 -1.608122 1.497261 0.3880 0.0515 -0.0842
H 1.057841 0.839926 4.411279 0.0239 -0.6455 -0.6596
H -1.461954 -0.621235 0.949398 -0.3187 0.0114 0.2403
H -3.371810 -2.271757 1.109481 0.2158 0.4941 0.4313
H -4.655812 -2.467306 3.259312 0.3673 0.2578 -0.1466
H -3.959857 -1.162278 5.238220 0.3302 0.2839 -0.5395
H -2.088059 0.485378 5.072258 -0.1491 -0.0724 -0.4683
C 7.249143 -0.764968 5.923801 -0.1844 0.1707 -0.0816
O 7.017087 0.002556 4.752527 -0.1522 0.2611 0.0219
C 5.890010 0.755276 4.647462 -1.0123 0.7677 -0.0765
C 4.833069 0.802884 5.610871 0.3164 -0.4264 -0.4479
C 3.620575 1.415103 5.265034 0.0799 0.1958 -0.3856
C 3.447226 2.035685 4.018118 1.1675 0.6722 0.4018
C 2.182326 2.763045 3.722327 -0.3029 -2.9648 -1.9751
C 1.693763 3.765290 4.594699 -0.4957 0.9288 2.2324
C 0.800580 4.862424 4.252423 0.3621 0.0744 0.8559
C 0.282383 5.307160 3.043997 -0.1294 0.7117 -0.1220
C -0.301501 6.578386 2.983502 0.2499 -0.2771 -0.1823
C -0.414261 7.384965 4.125588 0.0677 -0.5247 0.9559
C 0.060836 6.929079 5.363954 -0.5459 0.0009 -0.0093
C 0.653719 5.668147 5.412028 1.2499 -0.4780 -0.3105
N 1.451702 5.085176 6.423699 -0.2466 0.2632 0.0079
C 1.682016 5.677935 7.737824 0.0396 -0.2277 -0.2342
C 2.081853 3.977927 5.938085 -0.8656 -0.0014 -1.6427
C 4.547540 2.094633 3.109928 -0.7374 0.3540 0.8224
C 5.770557 1.525142 3.443288 -0.2018 -0.9124 0.2383
H 8.178933 -1.282645 5.731617 0.1338 -0.1328 0.0551
H 7.370334 -0.117677 6.790283 -0.0302 0.0566 0.1502
H 6.457652 -1.498127 6.120137 -0.0073 0.1556 -0.1361
H 4.883847 0.317397 6.604052 0.2535 0.1867 -0.8541
H 2.751076 1.402896 5.956449 0.8739 -0.1836 -0.4369
H 2.065391 2.981676 2.682993 0.4184 0.7203 -0.5984
H 0.426352 4.689510 2.168150 -0.2236 0.1049 -0.1846
H -0.632216 6.993529 2.030204 0.0022 -0.3042 0.2246
H -0.908427 8.354488 4.094064 0.1689 -0.2067 -0.1706
H -0.087879 7.495015 6.288700 0.1624 0.0504 -0.4869
H 0.923450 6.443409 7.892602 0.1792 -0.0175 0.1088
H 1.571253 4.917974 8.512422 -0.0535 0.0260 -0.0272
H 2.689392 6.111232 7.830275 -0.3319 -0.0090 -0.1783
H 2.788607 3.381565 6.509234 -0.3063 0.4961 0.0765
H 4.402212 2.649896 2.166704 0.2403 -0.4232 0.5473
H 6.596949 1.560645 2.711295 -0.4208 -0.1533 0.6675
```
Positions in Å, forces in eV/Å.

energy: -50997.4725 eV
HOMO level: -7.62 eV
net charge: 0
largest force on an atom: 3.575 eV/Å

Record 2
Molecular formula: C27H28AsBGaN4O10S2
Method: DFT, ωB97M-V with the def2-TZVPD basis set

```
74
Properties=species:S:1:pos:R:3:forces:R:3
Ga -1.759419 0.724322 1.494318 0.0047 -0.1554 -0.0091
B -4.337500 2.771323 0.892407 0.0567 -0.0546 -0.0076
N -4.058448 2.347375 2.375151 0.0203 -0.0335 0.0088
C -4.787511 2.672492 3.443723 -0.0048 0.0423 -0.0701
C -4.400588 1.888795 4.517490 -0.0391 0.0061 0.0524
C -3.393741 1.079402 4.010530 0.0624 -0.0336 -0.0071
N -3.198085 1.361507 2.722738 -0.0953 0.1469 -0.0810
N -2.986547 3.152042 0.217744 0.0938 -0.0427 0.0828
C -2.666395 4.231627 -0.497076 -0.0893 0.0317 0.0503
C -1.367946 4.096929 -0.962756 0.0070 0.0230 -0.0870
C -0.950435 2.867137 -0.469509 0.0447 -0.0457 0.0607
N -1.936108 2.308656 0.230695 -0.1342 0.0717 0.0119
H -4.811975 1.833829 0.304574 -0.0638 0.0108 -0.0021
H -5.043611 3.748484 0.919223 0.0040 0.0096 -0.0174
H -5.543240 3.434863 3.358451 -0.0007 -0.0031 0.0096
H -4.783233 1.907333 5.522026 -0.0042 -0.0007 0.0012
H -2.806032 0.318711 4.495021 0.0147 -0.0076 0.0029
H -3.387200 5.021955 -0.622047 0.0126 0.0073 -0.0064
H -0.805145 4.792949 -1.558743 -0.0036 -0.0010 -0.0062
H 0.000077 2.364114 -0.546252 0.0047 0.0122 0.0090
O -0.255928 1.180212 4.847556 -0.0236 0.0193 0.0116
As 0.809846 1.201302 3.468718 0.1050 -0.0717 0.0174
O 1.986287 2.293565 3.669373 0.0313 0.0213 -0.0210
O -0.142490 1.423261 2.081101 -0.0454 0.0441 0.0136
C 1.536282 -0.594515 3.297186 0.0115 0.0070 0.0008
C 2.918923 -0.618508 3.154629 0.0027 0.0371 -0.0038
C 3.590391 -1.820404 2.973186 -0.0023 -0.0346 0.0105
C 2.880235 -3.007633 2.919996 0.0026 0.0125 0.0043
C 1.497374 -2.997666 3.053595 0.0062 -0.0033 -0.0055
C 0.827361 -1.798505 3.245265 -0.0381 0.0166 0.0041
S -0.936757 -1.898764 3.521681 -0.0379 -0.0758 -0.0020
O -1.144737 -1.395135 4.874081 -0.0078 0.0144 0.0090
O -1.315037 -3.267478 3.306882 0.0194 0.0254 -0.0014
O -1.566022 -0.993648 2.527847 0.0610 -0.0094 0.0478
H -0.592762 0.273637 5.007110 -0.0144 -0.0132 -0.0058
H 3.453543 0.323102 3.169792 -0.0072 0.0036 0.0033
H 4.667200 -1.819721 2.860344 0.0007 0.0004 -0.0019
H 3.394078 -3.949491 2.772572 0.0109 0.0046 -0.0020
H 0.924307 -3.913408 3.017622 -0.0120 0.0058 0.0054
C 5.328271 0.309723 -6.004301 0.0037 -0.0013 -0.0137
C 4.643419 0.310594 -4.664127 0.0078 0.0029 -0.0038
C 5.309940 0.722700 -3.517276 -0.0064 -0.0119 -0.0086
C 4.671319 0.735699 -2.283104 0.0066 0.0048 0.0338
C 3.355122 0.324755 -2.196377 -0.0097 -0.0315 -0.0351
C 2.660856 -0.078412 -3.331252 0.0189 0.0002 -0.0080
C 3.311473 -0.088909 -4.552870 -0.0020 0.0014 0.0132
S 2.541073 0.391056 -0.593944 0.0414 0.0370 -0.0063
C 2.481679 -1.387989 -0.320196 -0.0427 0.0191 0.0149
O 3.548859 0.929559 0.356227 0.0047 -0.0320 -0.0009
H 6.396418 0.498902 -5.901513 0.0000 0.0029 0.0049
H 4.913233 1.080688 -6.656853 -0.0019 0.0021 0.0010
H 5.201214 -0.648429 -6.510821 -0.0024 0.0000 0.0016
H 6.343919 1.041038 -3.587199 0.0012 0.0012 -0.0022
H 5.173510 1.061762 -1.380528 -0.0032 0.0044 -0.0004
H 1.625546 -0.390933 -3.262711 -0.0075 -0.0076 0.0001
H 2.775289 -0.410293 -5.438920 -0.0010 0.0004 -0.0032
H 3.506143 -1.745654 -0.224064 0.0113 0.0235 0.0045
H 1.971207 -1.876493 -1.148722 -0.0244 0.0168 -0.0090
H 1.929960 -1.542759 0.606417 0.0006 -0.0293 -0.0132
O -0.193370 -1.591047 -2.315406 0.0180 0.0089 -0.0214
C -1.465041 -2.004150 -2.470874 -0.0263 -0.0095 -0.0118
C -1.774195 -2.821700 -3.556480 0.0234 -0.0022 -0.0133
C -3.072528 -3.253374 -3.745298 -0.0087 0.0037 0.0065
C -4.087057 -2.882257 -2.865184 0.0049 0.0008 0.0029
C -3.780936 -2.072525 -1.789295 -0.0036 -0.0065 0.0022
C -2.476870 -1.629724 -1.577885 -0.0134 0.0150 0.0139
C -2.177106 -0.763141 -0.419796 0.0195 -0.0265 -0.0442
O -3.082938 -0.370435 0.353055 0.0198 0.0399 0.0276
O -0.978753 -0.381197 -0.189917 -0.0137 -0.0029 -0.0347
H -0.190354 -1.032522 -1.496777 0.0384 -0.0081 0.0271
H -0.978683 -3.102873 -4.234091 -0.0035 -0.0021 -0.0021
H -3.300491 -3.889569 -4.591869 0.0008 -0.0014 -0.0022
H -5.100633 -3.225286 -3.021621 -0.0016 0.0014 0.0000
H -4.538515 -1.760831 -1.082661 -0.0020 -0.0012 0.0000
```
Positions in Å, forces in eV/Å.

energy: -190458.2585 eV
HOMO level: -6.60 eV
net charge: -1
largest force on an atom: 0.193 eV/Å
relative energy (zero: lowest compared OMol25 entry of this formula, charge and spin): 3.5 kcal/mol

Record 3
Molecular formula: C27H28AsFeN4O12S
Method: DFT, ωB97M-V with the def2-TZVPD basis set

```
74
Properties=species:S:1:pos:R:3:forces:R:3
Fe 0.327937 0.461404 0.539672 -0.7990 -0.0332 -0.0385
N -2.596253 0.975997 -1.847358 -0.1624 -0.0252 -0.2241
C -2.715609 1.630930 -0.637446 0.0265 0.0681 0.1135
C -3.770340 2.560046 -0.572259 0.0276 -0.0482 -0.0437
C -4.019493 3.219890 0.600537 0.0718 -0.0437 0.0888
C -3.213534 2.933753 1.699245 -0.0323 0.0090 -0.0619
C -2.187128 2.037152 1.539757 -0.0037 0.0535 -0.0294
N -1.900409 1.385614 0.388465 -0.1684 0.0684 0.1351
C -1.667136 0.080817 -2.342145 -0.1755 0.1160 0.0638
C -1.940576 -0.490650 -3.592916 0.0668 -0.0409 0.0033
C -1.013820 -1.342770 -4.141382 0.0013 0.0005 0.0215
C 0.161044 -1.597384 -3.439959 -0.0331 0.0370 0.0101
C 0.339653 -0.988620 -2.218421 0.0974 -0.1636 -0.1315
N -0.568675 -0.172941 -1.652499 0.2733 0.0849 0.1179
H -3.332837 1.201447 -2.498999 0.1133 -0.0509 0.1063
H -4.370416 2.740203 -1.454803 -0.0046 0.0084 -0.0057
H -4.823793 3.939936 0.663416 -0.0135 0.0140 0.0076
H -3.361959 3.406505 2.657836 -0.0139 0.0172 0.0168
H -1.539667 1.810926 2.364763 0.0619 -0.0233 0.0586
H -2.862524 -0.253183 -4.106349 -0.0173 0.0130 -0.0051
H -1.196681 -1.796984 -5.106126 0.0019 -0.0012 -0.0110
H 0.934003 -2.236108 -3.838426 0.0264 -0.0260 -0.0069
H 1.249944 -1.128609 -1.652725 -0.0721 -0.0952 -0.0570
O 1.456642 4.404346 2.126030 0.0453 -0.0595 0.1178
As 1.872780 2.697277 2.023323 -0.3810 0.0118 0.0305
O 3.322074 2.502802 1.335110 0.2117 -0.0651 0.0197
O 0.464113 2.147859 1.189238 0.1561 0.3307 0.0117
C 1.655222 2.238040 3.890765 0.0346 0.0470 -0.0510
C 1.989850 3.219613 4.815634 0.0265 0.0418 -0.0014
C 1.923487 2.955219 6.176250 -0.0004 0.0144 0.0016
C 1.523300 1.708058 6.626287 -0.0082 -0.0321 -0.0221
C 1.182513 0.720716 5.713988 -0.0065 0.0191 0.0207
C 1.246421 0.992403 4.356560 -0.0072 -0.0672 -0.0252
S 0.726861 -0.286028 3.245820 -0.1791 0.0448 0.1820
O -0.669037 -0.044202 2.906579 0.0154 0.0107 0.0008
O 1.031027 -1.547315 3.853958 0.0467 0.0169 0.0028
O 1.538613 -0.008792 2.004442 0.1257 -0.0416 -0.0399
H 2.034611 4.876528 1.513559 0.0000 0.0583 -0.0836
H 2.299134 4.195617 4.467143 0.0016 -0.0125 -0.0023
H 2.191829 3.727965 6.884037 0.0006 0.0085 0.0061
H 1.479946 1.498537 7.686404 -0.0032 -0.0047 0.0112
H 0.876919 -0.263070 6.041405 -0.0004 -0.0190 0.0082
C 3.692682 -1.372832 0.164430 0.1543 0.1065 0.0666
O 2.363881 -1.788138 -0.060807 0.0070 -0.1667 -0.1672
C 1.895766 -2.736869 0.850209 -0.0156 -0.0167 0.0470
C 0.429162 -2.912003 0.573914 -0.1303 -0.0853 0.1711
O -0.296758 -1.676384 0.727597 0.2146 -0.1771 -0.2679
C -1.692142 -1.924825 0.596550 -0.0571 0.0251 0.0769
H 4.382812 -2.216041 0.048188 0.0201 0.0055 0.0052
H 3.794152 -0.945546 1.165706 0.0328 0.0069 -0.0092
H 3.908801 -0.605347 -0.574955 0.0532 -0.0078 0.0221
H 2.056830 -2.419746 1.884353 0.0351 -0.0023 -0.0582
H 2.396556 -3.706525 0.707470 -0.0634 -0.0152 0.0180
H 0.005749 -3.626548 1.287471 0.0421 -0.0023 -0.0391
H 0.269184 -3.294186 -0.441434 -0.0109 0.0923 -0.0020
H -1.988507 -2.695641 1.311623 -0.0192 0.0243 -0.0200
H -1.926592 -2.253026 -0.421016 -0.0033 -0.0139 0.0144
H -2.217219 -1.003635 0.825007 -0.0063 -0.0020 -0.0034
O 3.125747 1.351752 -2.154104 -0.1120 -0.0690 0.0127
C 2.211838 1.643657 -1.411921 0.4341 0.4582 0.1629
O 1.677634 0.762268 -0.615471 0.2839 -0.2274 -0.2637
C 1.710227 3.065715 -1.388526 -0.0377 -0.1335 -0.1032
C 2.616935 4.096229 -1.164589 0.0825 0.0716 -0.0220
C 2.185519 5.413663 -1.169600 0.0463 -0.1066 0.0272
C 0.848935 5.669384 -1.422089 -0.0784 -0.1065 -0.0079
C -0.064341 4.664020 -1.681723 0.0105 0.0325 -0.0115
C 0.383647 3.354712 -1.659540 -0.0392 0.0982 0.0579
N 0.379468 7.061647 -1.415747 -0.0339 -0.0473 -0.0293
O 1.146402 7.914287 -1.023935 0.1543 0.1450 0.0638
O -0.750590 7.278131 -1.802367 -0.1657 0.0213 -0.0370
H 3.651520 3.853359 -0.965691 -0.0305 -0.0012 -0.0060
H 2.862398 6.235555 -0.985600 0.0031 -0.0139 -0.0084
H -1.096365 4.912115 -1.884590 0.0340 0.0029 0.0055
H -0.303665 2.547736 -1.849879 -0.1553 -0.1363 -0.0113
```
Positions in Å, forces in eV/Å.

energy: -165041.5562 eV
HOMO level (spin up / spin down): -8.83 / -8.83 eV
net charge: 0
<S²>: 1.25
largest force on an atom: 0.801 eV/Å
2S+1: 2